Entry 1:
106
Properties=species:S:1:pos:R:3:forces:R:3 method="wB97M-V/def2-TZVPD" gap_ev=3.0419 charge=-1
C -3.527434 -0.625623 -3.131689 0.97 0.82 -0.17
C -3.391845 -0.012822 -4.559049 -0.99 -0.73 0.09
C -2.106611 -0.389935 -5.343959 -0.80 0.92 -0.68
C -2.237284 0.246302 -6.770498 -0.70 -1.08 0.13
P -0.405733 0.042802 -4.549249 0.28 -0.63 0.06
C -0.813526 1.911621 -4.390651 0.40 0.88 0.19
C 0.253326 2.741526 -3.583009 -1.39 0.80 -0.67
C -0.286137 3.153221 -2.178958 0.98 0.24 0.54
C 0.478804 2.566146 -0.951941 -0.97 -0.22 0.07
C 0.944243 1.096897 -1.091753 0.84 0.25 0.68
N 2.179950 0.950765 -0.232962 -0.10 0.10 -0.63
H -3.093769 -1.637073 -3.137694 -0.42 0.16 0.17
H -4.549183 -0.583648 -2.721829 0.21 -0.23 -0.34
H -2.887051 -0.021895 -2.461434 -0.28 -0.43 -0.11
H -4.255663 -0.411401 -5.144909 0.36 0.23 0.13
H -3.593314 1.073299 -4.494704 0.42 -0.33 -0.13
H -2.139454 -1.487482 -5.511556 0.21 0.39 0.33
H -1.368908 0.021295 -7.408504 -0.12 0.39 0.36
H -2.472973 1.319840 -6.740011 0.34 -0.23 0.00
H -3.097390 -0.253572 -7.275024 0.26 0.37 0.16
H -0.865844 -0.246606 -3.181472 -0.27 0.15 0.13
H -0.044614 -1.391530 -4.647632 0.19 -0.12 -0.14
H 0.174872 0.310593 -5.882038 0.01 -0.09 -0.23
H 0.928367 0.263700 -3.994945 0.37 0.12 0.11
H -1.785838 2.148843 -3.916965 0.24 -0.38 -0.20
H -0.870726 2.326286 -5.420022 0.09 -0.31 0.40
H 0.369656 3.686305 -4.154753 0.19 -0.35 0.33
H 1.249528 2.275107 -3.575198 -0.35 -0.09 0.17
H -1.352429 2.939145 -2.021762 0.31 -0.16 -0.51
H -0.197920 4.257599 -2.098709 -0.16 -0.44 0.08
H 1.294951 3.244565 -0.635574 -0.02 -0.50 -0.38
H -0.236512 2.581443 -0.102496 0.38 0.14 -0.23
H 1.231587 0.800514 -2.111014 -0.67 0.26 0.17
H 0.193611 0.397956 -0.693110 0.12 0.24 -0.37
H 2.771558 1.717391 -0.560128 0.09 -0.13 0.39
H 2.662424 0.127226 -0.590621 -0.03 -0.09 0.23
C 0.827232 -2.983836 4.404063 0.22 0.10 0.30
C 0.295574 -2.971311 3.180756 -0.35 -0.70 0.39
C 0.639603 -1.913821 2.185549 0.40 0.68 -0.14
O 0.139362 -1.962189 1.080925 -0.27 -0.32 0.04
C 1.566952 -0.858655 2.596084 -0.17 -0.01 -0.24
C 2.095911 -0.869902 3.822042 0.23 0.55 -0.33
C 1.772547 -1.941862 4.806840 -0.33 -0.50 0.09
O 2.294419 -1.918708 5.906522 0.16 0.24 0.02
O 2.950085 0.084867 4.236056 -0.29 -0.50 0.12
O -0.577664 -3.911447 2.778054 0.20 0.57 -0.30
H 0.586190 -3.746924 5.131342 0.00 -0.01 -0.02
H 1.796266 -0.084146 1.868976 0.01 0.03 -0.10
H 3.181656 -0.156101 5.147700 0.09 0.02 0.15
H -0.807245 -3.677094 1.859239 -0.04 0.00 -0.15
C -3.710162 6.890392 1.634693 0.12 0.15 0.41
C -3.671696 6.005774 0.635976 -0.62 0.55 -0.42
C -2.787202 4.804618 0.688989 0.63 -0.37 0.51
O -2.806439 4.016093 -0.233220 -0.37 0.10 -0.28
C -1.928653 4.629417 1.859635 -0.03 0.30 -0.33
C -1.966294 5.517332 2.855356 0.48 -0.49 0.19
C -2.871088 6.702100 2.818082 -0.46 0.31 -0.37
O -2.881004 7.473576 3.760175 0.21 -0.10 0.21
O -1.188381 5.391952 3.947311 -0.41 0.29 -0.30
O -4.426741 6.146298 -0.464766 0.45 -0.35 0.38
H -4.348534 7.762409 1.610096 0.00 -0.01 -0.01
H -1.279617 3.773647 1.876099 0.07 0.00 -0.04
H -1.407247 6.154898 4.506745 0.01 0.10 0.14
H -4.212953 5.379022 -1.024744 -0.01 -0.09 -0.16
C 6.671421 2.529302 0.582767 -0.28 0.09 -0.17
C 7.953502 2.166578 0.654707 -0.18 0.10 0.80
C 8.751014 1.855869 -0.567858 -0.07 -0.07 -0.83
O 9.922171 1.548190 -0.448154 0.09 0.00 0.37
C 8.079902 1.932433 -1.863784 0.42 -0.08 0.30
C 6.795377 2.291919 -1.937678 0.07 -0.13 -0.97
C 6.005930 2.628972 -0.716220 -0.02 0.03 0.77
O 4.847381 2.968395 -0.835834 -0.08 0.03 -0.35
O 6.151296 2.368642 -3.109975 0.05 0.10 0.78
O 8.596348 2.062726 1.830574 0.00 -0.03 -0.61
H 6.084665 2.758477 1.461512 0.00 -0.01 -0.01
H 8.662426 1.688289 -2.740830 -0.02 0.01 -0.01
H 5.243341 2.646425 -2.893624 -0.18 0.00 -0.12
H 9.501203 1.789508 1.604704 0.17 -0.05 0.03
C -4.092431 -0.967128 3.125034 -0.31 -0.18 -0.17
C -3.146746 -0.037870 3.273498 0.21 -0.46 0.72
C -2.975246 1.072017 2.290206 -0.21 0.28 -0.77
O -2.105052 1.901268 2.489638 -0.01 -0.53 0.38
C -3.860327 1.103446 1.128195 0.36 0.23 0.30
C -4.805468 0.171495 0.977376 -0.15 0.42 -0.75
C -4.995285 -0.922219 1.974727 0.26 -0.31 0.57
O -5.881710 -1.736395 1.804278 -0.15 0.09 -0.25
O -5.632970 0.170856 -0.077026 0.19 -0.21 0.66
O -2.297965 -0.049783 4.315955 -0.22 0.23 -0.54
H -4.226539 -1.773501 3.832485 0.01 0.01 0.00
H -3.713824 1.898975 0.411940 0.05 -0.02 -0.07
H -6.213196 -0.598077 0.049914 -0.12 -0.13 -0.11
H -1.721299 0.723129 4.186644 0.14 0.12 0.02
C 0.598674 -8.566168 3.643619 0.27 -0.45 -0.06
C -0.100313 -7.607990 3.027940 -0.12 0.40 0.89
C -0.331523 -7.631811 1.552701 0.13 -0.34 -0.69
O -0.989178 -6.748680 1.041601 -0.09 0.19 0.26
C 0.255445 -8.729208 0.783179 -0.21 0.30 0.00
C 0.956004 -9.683382 1.399529 0.06 -0.26 -0.81
C 1.164597 -9.673717 2.877162 -0.15 0.45 0.71
O 1.795958 -10.577864 3.391522 0.11 -0.24 -0.28
O 1.510305 -10.703876 0.723716 -0.13 0.30 0.54
O -0.630042 -6.578228 3.697574 0.10 -0.63 -0.55
H 0.770625 -8.560443 4.710700 -0.02 0.01 -0.01
H 0.096635 -8.727770 -0.286122 0.01 -0.01 0.01
H 1.954061 -11.246470 1.396985 0.10 -0.14 0.06
H -1.076761 -6.031524 3.027971 0.00 0.36 0.05

***

Entry 2:
98
Properties=species:S:1:pos:R:3:forces:R:3 method="wB97M-V/def2-TZVPD" gap_ev="8.1174 / 7.0829" de_lowest_kcal_mol=0.0 charge=+1 spin_multiplicity=2
Ca -0.409423 0.174457 0.836205 -0.40 1.20 -0.61
C 2.288551 -3.383426 -0.720300 -0.08 -0.24 -0.25
Ge 2.994340 -2.247686 0.675914 -0.52 0.15 -0.03
C 2.282827 -2.756359 2.397933 -0.11 -0.09 0.35
C 4.923400 -2.233419 0.720480 0.48 0.02 -0.05
Ge 2.326366 0.075922 0.144859 1.60 -0.23 -0.25
C 2.909821 0.643052 -1.625569 -0.05 0.26 -0.32
C 2.444462 1.841930 -2.185630 0.18 -0.14 -0.16
C 2.936148 2.300211 -3.405395 0.00 -0.10 0.07
C 3.901755 1.562938 -4.084852 -0.02 -0.04 0.07
C 4.361617 0.363936 -3.549750 -0.09 0.03 0.06
C 3.863293 -0.096891 -2.332079 -0.07 0.25 -0.19
C 3.382207 1.129779 1.398308 -0.02 0.13 0.26
C 3.234377 0.865766 2.768969 0.08 0.15 -0.02
C 3.992476 1.551440 3.713285 -0.03 -0.01 -0.15
C 4.909540 2.512527 3.298004 -0.03 -0.02 -0.14
C 5.067311 2.784936 1.939811 -0.10 -0.10 0.01
C 4.306198 2.100148 0.992845 0.03 0.02 0.25
H 2.657536 -4.404501 -0.576030 -0.08 0.11 -0.07
H 2.586471 -3.034547 -1.711956 -0.05 -0.08 0.08
H 1.197606 -3.390793 -0.665133 0.06 -0.04 -0.06
H 2.111379 -3.839139 2.389939 0.04 0.15 0.08
H 1.339251 -2.240135 2.600930 0.17 -0.17 0.00
H 3.003665 -2.518570 3.185713 -0.10 -0.07 -0.06
H 5.235948 -3.146863 1.240599 0.06 0.16 -0.10
H 5.284327 -1.363490 1.275522 0.02 -0.13 -0.05
H 5.354931 -2.224112 -0.284728 0.00 -0.02 0.20
H 1.682346 2.422894 -1.673189 0.04 -0.02 0.02
H 2.564517 3.228871 -3.829163 0.04 -0.11 0.05
H 4.290233 1.919157 -5.033747 -0.04 -0.04 0.11
H 5.107579 -0.217615 -4.082296 -0.07 0.06 0.06
H 4.234304 -1.035022 -1.937254 0.00 0.00 0.02
H 2.515640 0.120562 3.107529 0.07 0.06 -0.05
H 3.871120 1.334154 4.769336 0.01 0.02 -0.09
H 5.507626 3.042265 4.030888 -0.03 -0.03 -0.05
H 5.794395 3.523313 1.616331 -0.06 -0.06 0.03
H 4.451208 2.311779 -0.063245 -0.03 -0.04 0.07
C -5.170481 2.665189 -0.808340 0.03 -0.04 0.01
C -4.017664 3.322588 -0.029556 0.27 -0.24 -0.07
C -4.390347 3.502242 1.452118 -0.06 -0.03 -0.05
C -3.630913 4.672068 -0.658535 0.01 -0.05 -0.03
C -2.842215 2.407201 -0.109642 0.14 0.03 -0.05
N -1.933454 1.700718 -0.170410 -1.04 0.80 -0.18
H -6.061778 3.290870 -0.711173 0.08 -0.05 -0.03
H -5.400429 1.673593 -0.407713 0.01 0.09 -0.04
H -4.926747 2.569002 -1.870076 -0.02 0.01 0.12
H -5.326127 4.067175 1.502358 0.12 -0.05 0.01
H -3.619295 4.054031 1.992164 -0.03 -0.05 -0.03
H -4.534621 2.539933 1.950179 -0.04 0.06 -0.06
H -4.508783 5.323044 -0.655038 0.07 -0.06 0.01
H -3.298274 4.549245 -1.692706 -0.05 0.01 0.11
H -2.837242 5.160906 -0.088537 -0.06 -0.05 -0.04
F -0.320321 -1.062562 2.332287 0.02 -1.05 1.23
C 0.831180 6.030012 0.323636 0.00 -0.13 0.02
C 1.772438 4.882840 0.713079 -0.44 -0.31 -0.01
C 1.054903 3.606866 0.937114 0.43 0.30 0.12
N 0.557509 2.591829 1.137882 -0.15 0.11 -0.14
H 1.397735 6.955913 0.241569 0.01 -0.04 -0.01
H 0.054554 6.171065 1.075343 0.04 0.00 -0.01
H 0.354161 5.833034 -0.636408 0.00 0.01 0.03
H 2.322196 5.110292 1.623649 0.00 -0.05 0.13
H 2.514991 4.695411 -0.061145 0.04 -0.05 -0.08
Cl -9.109540 1.035550 -0.506260 0.04 -0.04 0.03
C -7.996070 -0.064718 0.237711 -0.11 0.11 -0.08
C -7.241000 0.345987 1.318419 0.16 0.08 0.17
C -6.323506 -0.532345 1.877356 -0.03 0.04 0.05
C -6.143171 -1.824781 1.389636 0.10 0.05 0.14
C -5.147634 -2.780223 2.046104 0.09 0.45 0.19
C -4.139600 -3.438186 1.111616 0.38 0.25 -0.36
N -3.370615 -2.537653 0.243739 -0.26 -0.21 0.01
C -3.823648 -1.799984 -0.845263 0.00 -0.22 0.30
C -2.750404 -1.095815 -1.283308 0.55 -0.10 0.29
N -1.632209 -1.384385 -0.489063 -0.88 -0.37 -0.20
C -2.064103 -2.272665 0.400418 0.04 0.21 -0.47
O -4.552024 -2.212971 3.207860 -0.13 -0.05 -0.23
C -3.456208 -1.300977 3.066895 -0.38 0.00 0.09
C -3.510130 -0.340339 4.222092 -0.23 -0.20 0.12
C -2.860701 0.850794 4.295493 0.19 -0.06 -0.22
Cl -1.816930 1.565005 3.112170 -0.20 0.15 0.20
S -3.125177 1.681896 5.760481 0.06 0.29 0.18
C -4.147437 0.439474 6.322664 -0.17 -0.08 0.23
C -4.263946 -0.570253 5.420466 -0.02 -0.13 -0.13
C -6.978642 -2.215106 0.348500 -0.01 -0.07 -0.15
Cl -6.933373 -3.844573 -0.267537 -0.24 0.01 -0.07
C -7.884686 -1.352172 -0.247620 -0.07 -0.14 -0.11
H -7.377348 1.341261 1.727811 0.04 -0.11 -0.04
H -5.767303 -0.214845 2.748442 0.06 -0.01 0.00
H -5.721111 -3.625046 2.420250 -0.16 -0.10 0.22
H -4.648593 -4.158166 0.486896 0.03 -0.09 -0.06
H -3.432251 -3.979740 1.732471 0.15 -0.03 0.05
H -4.845539 -1.855187 -1.201439 0.30 -0.01 0.11
H -2.696277 -0.408792 -2.115508 0.04 -0.09 0.14
H -1.459103 -2.726217 1.176880 -0.11 0.16 -0.11
H -3.507178 -0.748170 2.124979 -0.08 0.08 -0.09
H -2.512354 -1.836535 3.076029 0.22 -0.12 0.03
H -4.610354 0.524102 7.302078 0.13 -0.05 -0.29
H -4.865877 -1.459122 5.576649 0.12 0.17 -0.04
H -8.505568 -1.692590 -1.067459 0.06 0.03 0.08